# 1
Below is 2 unconnected molecules or ions with the total composition C6H13NO in a non-equilibrium geometry, with properties calculated with wB97M-V/def2-TZVPD.

Each line ends with the Mulliken charge.
Geometry (Å):
C  -1.955  0.089  0.248  -0.925
C  -0.518  -0.044  0.600  1.848
C  -0.253  -1.051  1.839  -1.370
C  0.281  1.234  0.810  -1.303
C  -2.355  -0.258  -1.075  0.031
N  2.053  0.188  -2.188  -0.466
C  2.288  -0.331  -0.794  -0.759
O  -3.367  0.086  -1.693  -0.586
H  -2.502  0.956  0.616  0.264
H  -1.833  -1.177  -1.416  0.273
H  -0.126  -0.580  -0.300  -0.745
H  0.777  -1.323  2.058  0.405
H  -0.778  -1.928  1.450  0.398
H  -0.749  -0.552  2.668  0.337
H  0.623  1.637  -0.156  0.219
H  -0.232  2.050  1.326  0.428
H  1.210  0.927  1.300  0.259
H  1.154  -0.323  -2.213  0.353
H  1.817  1.135  -1.876  0.361
H  2.558  0.608  -0.287  0.483
H  1.906  -1.343  -0.917  0.495

The LUMO energy is -3.05 eV. The calculation puts the HOMO energy at -6.51 eV. Its maximum force is 5.713 eV/A.

# 2
Below is C6H13NO in the gas phase in a non-equilibrium geometry, with properties calculated with wB97M-V/def2-TZVPD.

Each line ends with the Mulliken charge.
Geometry (Å):
C  -0.016  2.488  0.366  -0.337
O  0.837  3.391  1.153  -0.525
C  -0.201  1.221  1.207  -0.722
C  -1.195  0.156  0.709  -0.608
C  -0.768  -0.197  -0.657  -0.364
N  0.980  -3.602  -1.190  -0.425
C  0.624  -2.298  -0.756  0.005
C  -0.569  -1.655  -0.968  -0.740
H  -0.895  3.225  0.264  0.217
H  0.556  2.322  -0.519  0.318
H  1.711  2.992  1.117  0.295
H  0.767  0.817  1.449  0.360
H  -0.478  1.687  2.207  0.308
H  -2.073  0.733  0.741  0.344
H  -1.436  -0.646  1.384  0.417
H  0.139  0.459  -1.098  0.130
H  -1.556  0.092  -1.258  0.333
H  0.617  -3.981  -1.989  0.142
H  1.701  -3.971  -0.785  0.161
H  1.551  -1.903  -0.399  0.303
H  -1.404  -2.022  -1.414  0.387

The LUMO energy is 1.01 eV. The SMILES is N/C=C/CCCCO. The calculation puts the HOMO energy at -8.02 eV. Its maximum force is 6.338 eV/A.